[1]
The following is a DFT calculation (ωB97M-V/def2-TZVPD) of a cluster of 7 separate species, C36H84N2O17 in total at a distorted geometry.

* net charge: 0
* 2S+1: 1
* SMILES string: COCCOCCOC.COCCOCCOC.COCCOCCOC.COCCOCCOC.COCCOCCOC.CN(C)C=O.CN(C)C=O
* E_HOMO: -9.25 eV

```
139
Properties=species:S:1:pos:R:3:mulliken_charge:R:1
C 1.249 4.428 -6.254 -0.8414
O 1.776 3.462 -5.419 -0.2631
C 3.066 3.019 -5.808 -0.6266
C 3.132 1.693 -6.510 -0.4280
O 2.514 1.534 -7.768 -0.3345
C 1.100 1.328 -7.677 -0.0712
C 0.518 1.367 -9.083 -0.6231
O 0.071 0.075 -9.476 -0.3089
C -0.882 0.104 -10.468 -0.7087
H 1.041 4.116 -7.288 0.3354
H 1.849 5.354 -6.330 0.3340
H 0.304 4.809 -5.850 0.2568
H 3.569 2.854 -4.852 0.3388
H 3.578 3.798 -6.376 0.4474
H 2.994 0.848 -5.812 0.2817
H 4.203 1.530 -6.720 0.4041
H 0.612 2.184 -7.195 0.0087
H 0.850 0.465 -7.056 0.3118
H 1.241 1.763 -9.804 0.3142
H -0.367 2.030 -9.113 0.3662
H -1.296 -0.900 -10.570 0.2481
H -0.501 0.361 -11.459 0.2548
H -1.678 0.758 -10.097 0.3409
C 2.330 -1.151 4.432 -0.1495
O 1.136 -0.501 4.699 -0.4603
C 0.138 -0.955 3.784 0.3854
C -1.180 -0.424 4.227 -0.9474
O -1.444 0.902 3.910 -0.2142
C -0.561 1.821 4.480 -0.3824
C -1.083 3.235 4.384 -0.6809
O -1.313 3.681 3.088 -0.3478
C -0.216 3.527 2.226 -0.5787
H 2.590 -0.974 3.381 -0.0007
H 2.191 -2.217 4.601 0.2524
H 3.104 -0.688 5.032 0.1279
H 0.133 -2.050 3.843 0.1916
H 0.365 -0.602 2.772 0.0881
H -1.213 -0.523 5.315 0.4062
H -1.901 -0.986 3.639 0.1580
H 0.474 1.751 4.135 0.3487
H -0.501 1.611 5.568 0.2869
H -0.286 3.813 4.886 0.3749
H -2.003 3.351 4.946 0.3603
H -0.497 4.012 1.286 0.3279
H -0.068 2.462 1.994 0.0940
H 0.729 4.009 2.515 0.3038
C -2.368 -6.330 4.959 -0.5492
O -3.128 -5.361 4.331 -0.3779
C -3.019 -5.425 2.932 -0.6744
C -2.242 -4.244 2.382 -0.3613
O -0.909 -4.274 2.717 -0.0795
C -0.113 -5.109 1.881 -0.3868
C 1.289 -5.008 2.437 -0.8258
O 1.812 -3.723 2.281 -0.0199
C 2.524 -3.441 1.107 -0.7608
H -1.303 -6.174 4.792 0.1378
H -2.643 -7.334 4.605 0.2974
H -2.654 -6.311 6.007 0.2727
H -4.057 -5.301 2.591 0.3888
H -2.649 -6.370 2.522 0.4463
H -2.693 -3.342 2.804 0.0805
H -2.432 -4.165 1.298 0.3611
H -0.160 -4.613 0.896 0.2494
H -0.438 -6.152 1.789 0.3306
H 1.901 -5.778 1.935 0.4873
H 1.208 -5.201 3.507 0.2514
H 3.233 -4.268 0.954 0.3704
H 3.057 -2.494 1.124 0.1481
H 1.858 -3.383 0.230 0.2724
C -2.869 -0.002 0.856 -0.4415
O -3.813 -0.162 -0.224 -0.2487
C -4.306 1.102 -0.707 -0.7745
C -5.749 1.354 -0.330 -0.5286
O -5.774 1.448 1.077 -0.0817
C -7.045 1.583 1.607 -0.6493
C -7.714 2.916 1.298 -0.5819
O -8.562 2.867 0.181 -0.3481
C -9.813 2.179 0.334 -0.6478
H -3.193 0.656 1.661 0.4392
H -1.979 0.465 0.410 0.2111
H -2.618 -0.999 1.217 -0.0250
H -4.353 0.917 -1.805 0.4183
H -3.675 1.986 -0.598 0.3483
H -6.412 0.558 -0.691 0.3161
H -6.074 2.264 -0.861 0.3597
H -7.045 1.506 2.704 0.2902
H -7.687 0.717 1.375 0.4498
H -6.973 3.661 1.018 0.3142
H -8.288 3.304 2.152 0.3926
H -9.602 1.139 0.636 0.2788
H -10.425 2.287 -0.549 0.2410
H -10.380 2.612 1.187 0.2864
C 6.263 -1.642 5.972 -0.7004
O 7.015 -1.254 4.879 -0.3141
C 7.467 0.132 4.922 -0.4723
C 7.527 0.705 3.490 -0.2447
O 7.960 2.039 3.552 -0.3719
C 7.802 2.767 2.374 -0.6274
C 6.406 3.308 2.223 -0.4696
O 5.642 2.280 1.654 -0.3445
C 4.358 2.162 2.176 -0.1350
H 5.599 -2.453 5.650 0.2614
H 5.528 -0.900 6.316 0.2894
H 6.848 -1.943 6.842 0.2949
H 8.423 0.258 5.452 0.2663
H 6.729 0.772 5.444 0.3213
H 6.609 0.492 2.942 0.2469
H 8.280 0.056 2.974 0.2245
H 8.020 2.132 1.506 0.3112
H 8.541 3.569 2.301 0.4107
H 6.321 4.220 1.617 0.3867
H 5.967 3.613 3.182 0.3633
H 3.886 3.134 2.422 0.4368
H 4.403 1.689 3.168 0.3701
H 3.701 1.691 1.460 -0.4477
C 0.408 0.386 -2.143 -0.8609
N 1.808 0.590 -1.806 0.1924
C 2.401 0.157 -0.570 -0.6452
C 2.649 0.893 -2.818 0.6150
O 3.844 0.752 -2.830 -0.6335
H 0.364 0.205 -3.215 0.2937
H -0.220 1.268 -1.951 0.2424
H -0.020 -0.408 -1.534 0.2651
H 2.143 -0.872 -0.316 0.1962
H 3.467 0.366 -0.598 0.4120
H 2.070 0.805 0.257 -0.0102
H 2.098 1.057 -3.760 -0.1734
C -2.286 -1.478 -3.294 -0.7778
N -3.622 -1.897 -3.608 0.1538
C -3.773 -2.135 -5.017 -1.0872
C -4.708 -2.036 -2.797 0.3296
O -5.761 -2.446 -3.194 -0.6295
H -1.934 -0.675 -3.933 0.4140
H -1.636 -2.359 -3.303 0.4069
H -2.247 -1.151 -2.249 -0.0984
H -3.456 -1.323 -5.675 0.3130
H -3.220 -3.037 -5.323 0.3426
H -4.805 -2.383 -5.265 0.3481
H -4.451 -1.747 -1.764 0.2762
```



[2]
The following is a DFT calculation (ωB97M-V/def2-TZVPD) of a cluster of 8 separate species, C36H88N8O4 in total at a distorted geometry.

* net charge: 0
* 2S+1: 1
* SMILES string: CCN(CC)CC.CCN(CC)CC.CCN(CC)CC.CCN(CC)CC.CN(C)C=O.CN(C)C=O.CN(C)C=O.CN(C)C=O
* E_HOMO: -8.09 eV
* energy above the lowest of the compared OMol25 structures with the same formula, charge and spin: 94.51 kcal/mol

```
136
Properties=species:S:1:pos:R:3:mulliken_charge:R:1
C -3.660 1.402 -6.490 -1.4390
C -4.164 2.709 -5.964 -0.3136
N -5.278 2.586 -4.986 0.1991
C -6.521 1.948 -5.521 -0.7775
C -7.192 2.587 -6.747 -1.0741
C -5.633 3.885 -4.389 -0.6035
C -4.515 4.277 -3.410 -1.3104
H -3.474 0.732 -5.650 0.3513
H -2.692 1.497 -6.981 0.3858
H -4.331 0.702 -6.987 0.3148
H -3.341 3.197 -5.443 0.3264
H -4.428 3.432 -6.735 0.3767
H -6.251 0.949 -5.863 0.3525
H -7.201 1.795 -4.683 0.4466
H -6.621 2.468 -7.667 0.2426
H -8.116 2.051 -6.964 0.4149
H -7.387 3.635 -6.519 0.2794
H -6.576 3.892 -3.843 0.4580
H -5.761 4.578 -5.221 0.3065
H -4.927 5.085 -2.806 0.4294
H -3.617 4.720 -3.840 0.3567
H -4.300 3.424 -2.766 0.2812
C -0.846 -0.249 1.715 -1.3847
C -0.773 -0.136 0.153 -0.3553
N 0.562 0.396 -0.178 0.2863
C 1.731 -0.299 0.374 -0.8166
C 2.055 -1.676 -0.244 -1.0618
C 0.784 0.659 -1.577 -0.6922
C 0.470 2.117 -1.883 -1.1775
H -0.376 0.632 2.154 0.3289
H -0.410 -1.203 2.013 0.3200
H -1.875 -0.264 2.075 0.3842
H -0.919 -1.107 -0.320 0.3253
H -1.493 0.596 -0.216 0.4121
H 2.581 0.382 0.340 0.3958
H 1.565 -0.386 1.448 0.4461
H 2.356 -1.573 -1.286 0.3137
H 2.905 -1.993 0.360 0.3957
H 1.309 -2.470 -0.207 0.2424
H 0.125 0.000 -2.143 0.3593
H 1.780 0.375 -1.919 0.3993
H -0.442 2.420 -1.369 0.2843
H 0.375 2.265 -2.959 0.3969
H 1.271 2.745 -1.491 0.1950
C 11.812 -3.900 -1.802 -1.3353
C 11.149 -3.977 -3.203 -0.3288
N 9.722 -3.503 -3.242 -0.0649
C 8.845 -4.454 -2.668 -0.2786
C 7.409 -3.969 -2.642 -1.4693
C 9.380 -3.261 -4.643 -0.4844
C 10.166 -2.136 -5.292 -1.3531
H 11.878 -2.933 -1.303 0.3177
H 12.829 -4.287 -1.862 0.3933
H 11.334 -4.459 -0.997 0.3425
H 11.837 -3.358 -3.779 0.2681
H 11.289 -4.956 -3.661 0.3543
H 8.869 -5.455 -3.100 0.3383
H 9.171 -4.564 -1.634 0.3294
H 7.362 -2.906 -2.406 0.3532
H 6.977 -4.208 -3.614 0.3318
H 6.780 -4.443 -1.887 0.4299
H 8.360 -2.880 -4.707 0.3685
H 9.338 -4.225 -5.149 0.4332
H 11.069 -2.601 -5.686 0.3157
H 10.479 -1.293 -4.676 0.3351
H 9.698 -1.712 -6.180 0.4037
C -6.119 -3.564 1.658 -1.0237
C -7.143 -3.348 0.532 -0.8117
N -7.640 -2.010 0.276 0.1608
C -6.611 -1.009 -0.128 -0.4690
C -5.831 -1.404 -1.364 -1.3667
C -8.664 -1.463 1.235 -0.4551
C -9.945 -2.298 1.115 -1.3146
H -6.481 -3.204 2.621 0.2514
H -5.129 -3.149 1.470 0.2536
H -6.114 -4.646 1.789 0.3960
H -6.689 -3.740 -0.378 0.3695
H -7.969 -4.049 0.656 0.4487
H -7.207 -0.132 -0.383 0.4235
H -5.958 -0.813 0.723 0.3292
H -6.577 -1.781 -2.065 0.3508
H -5.513 -0.503 -1.887 0.4235
H -5.042 -2.120 -1.137 0.2903
H -8.904 -0.416 1.050 0.4575
H -8.292 -1.506 2.259 0.2841
H -9.826 -3.102 1.841 0.3028
H -10.062 -2.623 0.082 0.3168
H -10.908 -1.876 1.402 0.3813
C -5.226 1.903 5.637 -0.9962
N -4.996 3.042 4.772 0.1254
C -5.557 2.921 3.411 -0.9477
C -4.254 4.052 5.187 0.1429
O -3.849 4.956 4.479 -0.5859
H -5.148 0.953 5.109 0.3275
H -6.228 1.844 6.061 0.3213
H -4.554 1.863 6.495 0.3396
H -4.893 2.432 2.698 0.2947
H -6.538 2.458 3.307 0.3542
H -5.599 3.905 2.944 0.3344
H -4.061 4.026 6.271 0.2899
C 7.510 1.132 2.261 -0.8030
N 7.099 -0.135 2.841 0.0900
C 6.389 0.052 4.065 -0.9325
C 7.356 -1.357 2.305 0.2137
O 7.079 -2.478 2.713 -0.6131
H 6.651 1.802 2.280 0.1973
H 7.835 1.077 1.222 0.3226
H 8.311 1.549 2.872 0.3308
H 7.119 0.508 4.734 0.3322
H 5.559 0.736 3.886 0.2668
H 5.910 -0.806 4.535 0.3257
H 7.951 -1.181 1.395 0.2734
C -0.493 -4.357 6.652 -0.8496
N -0.092 -3.004 6.855 0.1186
C -1.212 -2.063 7.074 -1.0052
C 1.184 -2.499 6.729 0.1879
O 1.545 -1.306 6.732 -0.6113
H -0.949 -4.573 5.686 0.3110
H -1.262 -4.626 7.377 0.2844
H 0.335 -5.053 6.791 0.3086
H -1.951 -2.060 6.272 0.3429
H -1.766 -2.329 7.974 0.3377
H -0.844 -1.051 7.240 0.2894
H 1.878 -3.339 6.570 0.2857
C 3.285 4.499 1.405 -1.0067
N 2.333 5.529 1.244 0.1808
C 2.715 6.695 0.420 -0.9237
C 1.156 5.402 1.834 0.2311
O 0.201 6.198 1.737 -0.6521
H 4.161 4.901 1.915 0.3552
H 3.633 4.207 0.415 0.3196
H 2.968 3.665 2.031 0.2874
H 3.734 6.988 0.675 0.3187
H 2.755 6.404 -0.630 0.3181
H 2.033 7.524 0.604 0.2997
H 0.910 4.445 2.321 0.2677
```



[3]
The following is a DFT calculation (ωB97M-V/def2-TZVPD) of a structure of composition C36H90BCdF4K2N6O4S at a distorted geometry.

* net charge: +2
* 2S+1: 2
* E_HOMO (spin up / spin down): -11.64 / -11.64 eV

```
145
Properties=species:S:1:pos:R:3:mulliken_spin:R:1
K 3.738 -0.021 1.148 -0.0001
K 0.488 0.184 3.115 0.0000
Cd -0.481 -0.957 -2.454 0.0005
S -0.055 -0.680 0.072 0.0000
O -0.386 0.257 -1.005 0.0013
O 1.260 -0.367 0.580 0.0001
O -1.069 -0.764 1.073 0.0000
O 0.039 -1.812 -0.843 0.0000
B 0.860 -0.919 -4.357 -0.0005
F 1.680 -0.834 -5.444 0.0000
F 0.267 0.266 -3.966 -0.0025
F -0.036 -1.911 -4.458 0.0000
F 1.516 -1.185 -3.215 0.0000
C -4.766 -0.633 -1.680 0.0000
C -3.292 -0.683 -1.582 0.0001
N -2.561 -1.474 -2.627 0.0000
C -3.035 -1.162 -3.989 0.0001
C -3.070 0.363 -4.326 -0.0004
C -2.811 -2.877 -2.311 0.0000
C -1.754 -3.754 -2.960 0.0000
H -5.124 -0.161 -0.766 0.0000
H -5.181 -1.640 -1.735 0.0000
H -5.129 -0.067 -2.538 0.0000
H -2.951 0.351 -1.530 -0.0001
H -3.021 -1.029 -0.585 0.0000
H -2.442 -1.542 -4.821 0.0000
H -4.035 -1.526 -4.227 0.0000
H -3.719 1.019 -3.745 0.0000
H -2.092 0.806 -4.136 0.0004
H -3.295 0.518 -5.381 0.0000
H -3.801 -3.232 -2.595 0.0000
H -2.718 -3.021 -1.235 0.0000
H -0.706 -3.730 -2.660 0.0000
H -1.800 -3.636 -4.042 0.0000
H -2.090 -4.757 -2.696 0.0000
C 6.262 2.122 0.299 0.0000
C 5.453 2.229 -1.016 0.0001
N 4.058 2.095 -0.797 -0.0002
C 3.366 1.756 -2.072 -0.0004
C 3.445 2.892 -3.133 -0.0084
C 3.477 3.240 -0.094 0.0005
C 2.068 3.022 0.381 -0.0002
H 7.310 2.378 0.139 0.0000
H 6.336 1.135 0.756 0.0000
H 5.980 2.769 1.130 0.0000
H 5.638 3.190 -1.495 0.0000
H 5.801 1.465 -1.712 0.0000
H 2.365 1.371 -1.882 0.0003
H 3.890 0.877 -2.446 0.0003
H 3.123 2.486 -4.092 -0.0005
H 4.446 3.313 -3.220 0.0001
H 2.707 3.668 -2.930 0.0063
H 4.085 3.496 0.774 0.0000
H 3.551 4.115 -0.740 -0.0002
H 1.920 2.084 0.917 0.0000
H 1.759 3.843 1.028 -0.0001
H 1.400 2.824 -0.457 0.0001
C 6.644 -2.664 1.360 0.0000
C 5.545 -3.438 0.595 0.0000
N 4.815 -2.570 -0.328 0.0000
C 5.692 -1.930 -1.313 0.0000
C 6.507 -2.816 -2.280 0.0000
C 3.671 -3.180 -0.991 0.0000
C 2.669 -3.820 -0.006 0.0000
H 6.234 -1.732 1.750 0.0000
H 7.492 -2.458 0.707 0.0000
H 7.006 -3.300 2.167 0.0000
H 5.957 -4.317 0.099 0.0000
H 4.830 -3.879 1.289 0.0000
H 5.037 -1.270 -1.882 0.0000
H 6.374 -1.261 -0.790 0.0000
H 5.810 -3.447 -2.831 0.0000
H 7.050 -2.312 -3.079 0.0000
H 7.188 -3.494 -1.767 0.0000
H 3.981 -3.870 -1.776 0.0000
H 3.080 -2.452 -1.547 0.0000
H 2.303 -3.108 0.734 0.0000
H 3.005 -4.700 0.541 0.0000
H 1.709 -4.106 -0.435 0.0000
C 2.578 -2.712 3.681 0.0000
C 1.843 -2.499 5.044 0.0000
N 0.415 -2.115 4.931 0.0000
C -0.104 -1.988 6.272 0.0000
C 0.381 -0.705 7.011 0.0000
C -0.237 -3.162 4.148 0.0000
C -1.688 -2.876 3.897 0.0000
H 2.528 -3.727 3.285 0.0000
H 3.633 -2.582 3.921 0.0000
H 2.198 -2.061 2.894 0.0000
H 1.978 -3.403 5.638 0.0000
H 2.429 -1.729 5.546 0.0000
H -1.180 -1.833 6.182 0.0000
H 0.035 -2.850 6.924 0.0000
H 1.429 -0.769 7.303 0.0000
H 0.378 0.163 6.352 0.0000
H -0.282 -0.383 7.814 0.0000
H -0.111 -4.177 4.526 0.0000
H 0.209 -3.153 3.153 0.0000
H -1.822 -1.849 3.557 0.0000
H -2.342 -3.023 4.756 0.0000
H -2.007 -3.510 3.069 0.0000
C -7.551 -2.671 5.026 0.0000
C -6.341 -2.295 4.193 0.0000
N -6.581 -1.346 3.074 0.0000
C -7.224 -0.087 3.457 0.0000
C -7.921 0.500 2.210 0.0000
C -5.295 -1.055 2.450 0.0000
C -4.805 -2.195 1.532 0.0000
H -8.405 -2.868 4.377 0.0000
H -7.886 -1.988 5.806 0.0000
H -7.343 -3.626 5.507 0.0000
H -5.587 -1.971 4.910 0.0000
H -5.998 -3.211 3.711 0.0000
H -7.982 -0.229 4.227 0.0000
H -6.700 0.746 3.925 0.0000
H -8.775 -0.068 1.840 0.0000
H -8.288 1.503 2.431 0.0000
H -7.193 0.656 1.414 0.0000
H -4.524 -0.841 3.190 0.0000
H -5.311 -0.193 1.783 0.0000
H -3.818 -1.960 1.134 0.0000
H -5.490 -2.211 0.685 0.0000
H -4.745 -3.184 1.987 0.0000
C -1.730 7.738 -3.759 0.0659
C -1.212 6.312 -4.048 0.0093
N -0.232 5.959 -3.045 0.7402
C 1.110 6.463 -3.405 0.0092
C 2.057 6.480 -2.177 0.0361
C -0.238 4.501 -2.758 0.0981
C -1.490 3.885 -2.061 0.0163
H -2.241 7.795 -2.797 -0.0069
H -2.433 8.037 -4.536 -0.0026
H -0.953 8.495 -3.656 -0.0014
H -2.059 5.627 -4.028 0.0033
H -0.880 6.277 -5.085 0.0243
H 1.547 5.912 -4.237 0.0263
H 1.006 7.514 -3.676 0.0002
H 3.011 6.922 -2.464 -0.0037
H 1.651 7.043 -1.337 -0.0037
H 2.227 5.456 -1.845 -0.0079
H 0.579 4.218 -2.094 -0.0258
H -0.047 4.053 -3.734 0.0333
H -2.312 3.614 -2.723 -0.0001
H -2.033 4.613 -1.457 -0.0101
H -1.295 2.982 -1.483 0.0030
```